[1]
Formula: C21H60O9
Source: the Open Molecules 2025 dataset
Level of theory: ωB97M-V/def2-TZVPD

CARTESIAN COORDINATES (ANGSTROEM)
C 10.65719 -13.15188 -8.76755
C 9.79791 -12.98736 -7.47645
C 8.40341 -13.33525 -7.73157
O 10.17405 -13.98101 -6.48286
H 10.49967 -14.08685 -9.24752
H 11.71326 -13.10088 -8.60277
H 10.40072 -12.36514 -9.47355
H 9.85922 -11.89426 -7.21513
H 7.76972 -13.12055 -6.89181
H 8.44703 -14.41653 -7.96099
H 8.03216 -12.85690 -8.63765
H 11.11530 -13.88730 -6.30619
C 2.72833 -10.60965 -5.04714
C 3.87696 -11.59543 -4.81962
C 4.20713 -11.81824 -3.38245
O 3.50332 -12.75691 -5.52116
H 2.75893 -10.28614 -6.11701
H 2.76232 -9.73531 -4.37896
H 1.76223 -11.15305 -4.88539
H 4.79092 -11.20160 -5.27700
H 4.42156 -10.90125 -2.90019
H 5.11789 -12.49384 -3.41649
H 3.40943 -12.37063 -2.86628
H 3.67273 -12.51410 -6.42110
C 13.72066 -15.95499 -4.69581
C 13.98085 -17.37633 -4.20194
C 13.53275 -17.60916 -2.75730
O 13.30180 -18.37042 -4.93038
H 12.63360 -15.68141 -4.82766
H 14.21753 -15.80653 -5.65277
H 14.13799 -15.21734 -4.03865
H 15.08748 -17.47216 -4.33078
H 12.49437 -17.27411 -2.67189
H 14.09408 -16.98349 -2.10455
H 13.62204 -18.63039 -2.51862
H 12.93956 -18.07799 -5.80078
C 14.28947 -22.41315 -6.91854
C 12.93177 -22.76157 -6.28489
C 12.45306 -21.80420 -5.23688
O 11.96481 -22.88393 -7.35956
H 15.16141 -22.34751 -6.25717
H 14.17934 -21.52207 -7.54699
H 14.54346 -23.24945 -7.54796
H 12.95880 -23.75962 -5.83418
H 11.41673 -21.99268 -4.86209
H 12.58068 -20.77739 -5.67335
H 13.13326 -21.95041 -4.40253
H 11.62592 -22.05599 -7.60007
C 5.19640 -19.86081 -2.33193
C 6.46991 -20.55647 -2.64794
C 6.54321 -20.87225 -4.08204
O 7.69521 -19.80817 -2.42765
H 4.42346 -20.62612 -2.53704
H 4.95155 -18.99235 -2.90266
H 5.07767 -19.55669 -1.30874
H 6.51130 -21.50088 -2.07190
H 7.41298 -21.52075 -4.31176
H 6.54185 -20.05139 -4.80746
H 5.64887 -21.41864 -4.33665
H 7.82055 -19.42177 -1.50242
C 7.61086 -17.33016 -5.56791
C 9.13015 -17.33641 -5.66045
C 9.67907 -18.77972 -5.56165
O 9.64600 -16.73962 -6.88229
H 7.31543 -18.04679 -4.83168
H 7.14670 -17.56835 -6.56618
H 7.15907 -16.34893 -5.24607
H 9.70844 -16.82206 -4.88628
H 9.38745 -19.26043 -6.44067
H 9.16270 -19.22729 -4.67462
H 10.78242 -18.79705 -5.56069
H 9.61421 -15.78205 -6.73299
C 12.16437 -18.66472 -8.50639
O 12.21565 -17.65380 -7.47956
H 13.13943 -18.68668 -8.94228
H 11.81122 -19.61113 -8.14323
H 11.38808 -18.35120 -9.27841
H 11.28805 -17.42441 -7.34006
C 8.84172 -17.09654 -10.48528
O 8.63620 -16.32025 -9.35325
H 8.47702 -16.59652 -11.37873
H 9.89663 -17.37595 -10.57287
H 8.34465 -18.07448 -10.38491
H 8.80133 -16.84219 -8.52222
C 9.44445 -16.24648 -1.98500
O 8.16374 -15.60992 -1.90233
H 9.66472 -16.73022 -1.01737
H 9.43486 -17.09120 -2.74004
H 10.27284 -15.57127 -2.19072
H 7.76048 -15.79149 -2.77168

The charge is 0. The energy relative to the best compared isomer or geometry (same formula, charge and spin) comes out at 2.784 eV. Its lowest unoccupied orbital energy is 0.476 eV. The value obtained for the maximum force is 3.0 eV Å⁻¹. The calculated total energy comes out at -1513.14517 Eh.

=====

[2]
Formula: C21H61Cl2INO14P
Source: the Open Molecules 2025 dataset
Level of theory: ωB97M-V/def2-TZVPD

CARTESIAN COORDINATES (ANGSTROEM)
C -3.55819 -0.76656 -1.07179
C -2.64987 -1.86965 -0.27429
O -1.73573 -1.12743 0.56670
C -0.42663 -1.71243 0.60723
C 0.74066 -0.60238 0.76455
C 2.06802 -1.29271 1.34108
C 2.13673 -1.28050 2.96138
C 3.04838 -0.00625 3.35030
N 2.33374 1.24121 2.95458
C 3.21809 2.15322 2.24661
O 3.52374 1.86235 1.07067
O 3.80452 3.32148 2.79554
P 3.67423 4.58851 1.62718
O 5.17185 5.42925 1.50427
I 2.17122 6.26302 2.68042
C 1.56115 1.89330 4.04124
Cl 0.97321 0.79415 5.37317
C 0.22000 2.50531 3.32765
C -1.02004 1.47219 3.41907
Cl -0.32416 4.08643 4.06310
H -4.52493 -0.62238 -0.49941
H -3.68748 -1.08770 -2.15205
H -2.92879 0.19223 -1.05189
H -3.30360 -2.54850 0.35817
H -2.15200 -2.52289 -1.05865
H -0.14965 -2.29564 -0.34395
H -0.29433 -2.44588 1.48025
H 0.40448 0.31962 1.32916
H 0.99992 -0.28216 -0.30911
H 2.96919 -0.78052 0.86197
H 2.01904 -2.39105 1.01600
H 2.53582 -2.25599 3.37813
H 1.05554 -1.07256 3.29314
H 3.45278 -0.03616 4.40747
H 3.96558 -0.08665 2.66160
H 4.98156 6.26094 1.01458
H 2.07937 2.77702 4.54334
H 0.46979 2.60573 2.21474
H -0.70567 0.41585 3.15593
H -1.56117 1.53002 4.41807
H -1.78136 1.79836 2.62928
C -6.28756 -3.39238 -1.23668
O -5.38371 -3.31479 -0.14617
H -5.97491 -2.68442 -2.00393
H -6.27864 -4.40336 -1.65180
H -7.29438 -3.13632 -0.89635
H -5.68147 -3.94860 0.51705
C 5.37065 3.71006 -2.40228
O 6.37141 4.46145 -1.73093
H 5.75760 3.39644 -3.37164
H 5.11596 2.82571 -1.81094
H 4.48192 4.33017 -2.55110
H 6.00611 4.72645 -0.87739
C 1.56263 2.44413 -2.80540
O 1.65390 2.10243 -1.42926
H 0.68513 1.95804 -3.23146
H 1.46172 3.52815 -2.90847
H 2.45722 2.10112 -3.33184
H 2.43713 2.54465 -1.07623
C 5.70390 -0.19466 6.15908
O 5.66020 -1.53305 5.68486
H 4.72145 0.07347 6.54835
H 6.44412 -0.10899 6.95854
H 5.96323 0.47805 5.33691
H 6.53802 -1.74516 5.34693
C -1.49113 4.49454 -1.45780
O -1.35412 3.08962 -1.31520
H -2.53321 4.72510 -1.67918
H -1.20137 4.99121 -0.52755
H -0.86103 4.84665 -2.27976
H -0.42345 2.91181 -1.11885
C -3.55007 5.92625 5.80132
O -3.60225 4.59258 5.31897
H -4.53197 6.19773 6.18876
H -2.81204 6.00089 6.60461
H -3.28376 6.60460 4.98620
H -2.72363 4.37672 4.98245
C 4.49006 -2.26368 -1.77366
O 4.60170 -2.58876 -0.39558
H 3.60598 -2.75534 -2.17928
H 4.38732 -1.18154 -1.89135
H 5.37600 -2.61417 -2.30966
H 5.38857 -2.14309 -0.06085
C -2.17874 -3.18420 -3.88518
O -3.38139 -3.48010 -3.18576
H -2.08299 -2.10181 -3.97849
H -1.32329 -3.57674 -3.32762
H -2.21283 -3.63216 -4.88052
H -3.44142 -4.43991 -3.11713
C -2.26635 -3.95797 -8.03112
O -2.01476 -4.69296 -6.84087
H -3.12408 -3.30629 -7.86619
H -1.39354 -3.34973 -8.28161
H -2.48791 -4.64605 -8.85075
H -1.25373 -5.26006 -7.01211
C -6.76912 -6.32685 -4.40341
O -7.69011 -6.30774 -3.32167
H -5.79548 -5.99749 -4.04100
H -6.68274 -7.34261 -4.79796
H -7.10889 -5.64929 -5.19071
H -8.54089 -6.60193 -3.66687

The charge is 0. Its lowest unoccupied orbital energy is -0.308 eV. The value obtained for the maximum force is 4.0 eV Å⁻¹. The calculated total energy comes out at -3504.01834 Eh.